1 | Computed, not measured: a cluster of 8 separate species, C28H78N6O10 in total, with the ωB97M-V functional and the def2-TZVPD basis.

The frontier orbital gap is 8.80 eV. The HOMO energy is -8.47 eV. The SMILES is COC[C@H](C)N.COC[C@H](C)N.COC[C@H](C)N.COC[C@H](C)N.COC[C@H](C)N.COC[C@H](C)N.OCCO.OCCO.

Positions of all 122 atoms, in Å:
C1 23.48900 -15.19200 24.63900
O1 23.47500 -15.36600 23.25800
C2 22.41100 -16.20100 22.70200
C3 22.99300 -16.85200 21.50400
C4 24.18800 -17.81200 21.78000
N1 23.22300 -15.86500 20.44000
H1 23.41000 -16.11200 25.20600
H2 22.77200 -14.44800 24.99400
H3 24.38100 -14.69800 25.00200
H4 21.96900 -16.92000 23.45600
H5 21.61600 -15.58900 22.32500
H6 22.20900 -17.57300 21.22200
H7 25.08900 -17.28900 21.96100
H8 24.38800 -18.46900 20.90200
H9 23.85300 -18.36600 22.65900
H10 23.82900 -15.14300 20.75400
H11 22.25600 -15.57000 20.31300
C5 19.40900 -18.96200 22.24900
O2 18.26100 -19.15100 21.48000
C6 18.63100 -19.67600 20.24200
C7 17.47900 -19.22400 19.34400
C8 16.03000 -19.62600 19.61200
N2 17.87500 -19.68600 18.09800
H12 19.06100 -18.64300 23.23600
H13 20.01800 -18.10400 21.90300
H14 19.99000 -19.82000 22.54200
H15 19.58000 -19.28500 19.87700
H16 18.65000 -20.71700 20.35700
H17 17.52500 -18.16800 19.21600
H18 15.97500 -20.72400 19.40600
H19 15.30700 -19.08900 19.06700
H20 15.94600 -19.53200 20.66900
H21 17.10100 -19.50200 17.42700
H22 17.90200 -20.69000 18.09700
C9 13.52200 -13.10100 31.40000
O3 14.29200 -13.30500 30.29200
C10 14.53400 -14.72300 29.95300
C11 15.34500 -14.78600 28.73500
C12 15.36600 -16.19500 28.15100
N3 16.64900 -14.24400 29.16000
H23 14.03700 -13.32700 32.33500
H24 12.64600 -13.82300 31.43200
H25 13.21400 -12.10900 31.39700
H26 15.02900 -15.25700 30.82500
H27 13.63800 -15.37800 29.74100
H28 14.91300 -14.19000 27.95400
H29 15.92500 -16.84300 28.82200
H30 15.80000 -16.21500 27.18600
H31 14.40500 -16.68200 27.96700
H32 16.50800 -13.32000 29.45400
H33 16.99000 -14.66600 29.96400
C13 20.77500 -12.10100 26.97000
O4 21.37800 -12.03400 25.64700
C14 21.99200 -10.73000 25.42200
C15 22.24000 -10.64900 23.90800
C16 23.53600 -11.45400 23.72600
N4 22.47700 -9.34000 23.25700
H34 19.99500 -12.87900 27.06700
H35 20.27300 -11.24500 27.27400
H36 21.51000 -12.09600 27.72500
H37 21.30100 -9.91100 25.81200
H38 22.82000 -10.55300 26.07100
H39 21.45000 -11.22100 23.49900
H40 23.43200 -12.51000 24.07200
H41 24.41600 -11.05500 24.25700
H42 23.60100 -11.64700 22.69300
H43 21.69700 -8.69600 23.40300
H44 22.13200 -9.66900 22.30400
C17 15.74400 -14.05500 25.26500
O5 16.20800 -14.81000 24.16500
C18 15.64400 -16.10800 24.02600
C19 16.58900 -16.80200 23.09200
C20 16.71800 -16.19300 21.71900
N5 16.16500 -18.18200 22.92400
H45 15.39300 -13.01800 25.05700
H46 16.47600 -13.98200 26.01700
H47 14.84400 -14.42900 25.73400
H48 15.76300 -16.68200 24.92200
H49 14.68900 -16.03300 23.61600
H50 17.58500 -16.86200 23.48300
H51 15.72400 -16.11600 21.31100
H52 17.34400 -16.75100 21.08000
H53 17.25300 -15.26800 21.80600
H54 16.84000 -18.60600 22.23000
H55 16.30200 -18.72900 23.84300
C21 17.23500 -18.92800 25.75400
O6 16.21600 -19.71000 25.09200
C22 14.84500 -19.58100 25.36200
C23 14.08800 -20.82500 24.81900
C24 14.41900 -22.12000 25.48300
N6 14.34600 -20.82500 23.43500
H56 16.83900 -18.97900 26.77800
H57 17.39100 -17.92600 25.42500
H58 18.18200 -19.51900 25.65900
H59 14.66300 -19.47200 26.39200
H60 14.40000 -18.74500 25.01100
H61 13.00200 -20.61000 24.95300
H62 15.32400 -22.52400 25.05500
H63 13.63500 -22.82500 25.23900
H64 14.36400 -21.97400 26.59800
H65 14.47200 -19.83900 23.20500
H66 15.28700 -21.08800 23.34500
O7 18.70400 -14.13100 23.47200
C25 19.05600 -13.09100 24.28900
C26 18.35000 -11.74500 23.92800
O8 18.99500 -10.82000 24.47600
H67 17.85700 -14.48000 23.72400
H68 18.95600 -13.30600 25.32700
H69 20.13000 -13.04800 24.17400
H70 17.36900 -11.63400 24.15500
H71 18.47000 -11.60400 22.85900
H72 18.75000 -10.68300 25.41600
O9 18.96500 -14.97700 27.81600
C27 18.86800 -15.70100 26.60400
C28 20.20300 -16.18900 25.97200
O10 19.91700 -16.51600 24.81400
H73 18.09300 -14.84700 28.14400
H74 18.13400 -16.48500 26.75600
H75 18.41100 -15.11800 25.74300
H76 20.53800 -16.98600 26.71100
H77 20.87500 -15.32800 26.03800
H78 20.05100 -15.77700 24.20800



2 | Computed, not measured: a cluster of 8 separate species, C28H78N6O10 in total, with the ωB97M-V functional and the def2-TZVPD basis.

The frontier orbital gap is 8.36 eV. The HOMO energy is -8.06 eV. The SMILES is COC[C@H](C)N.COC[C@H](C)N.COC[C@H](C)N.COC[C@H](C)N.COC[C@H](C)N.COC[C@H](C)N.OCCO.OCCO.

Positions of all 122 atoms, in Å:
C1 -8.80407 -3.63532 31.21381
O1 -8.88648 -3.54938 32.62204
C2 -9.09983 -4.79763 33.20396
C3 -9.60991 -4.77959 34.67571
C4 -10.79883 -3.96239 34.98295
N1 -8.50458 -4.52102 35.57946
H1 -8.41096 -2.70166 30.81152
H2 -9.68487 -3.82125 30.59924
H3 -8.16608 -4.48779 30.98064
H4 -9.95873 -5.17055 32.64599
H5 -8.19233 -5.40123 33.21807
H6 -10.05312 -5.75473 34.87759
H7 -11.78632 -4.38999 34.80940
H8 -10.82145 -2.93644 34.61551
H9 -10.72601 -3.84860 36.06455
H10 -8.79870 -4.01722 36.40395
H11 -8.02822 -3.82388 35.02524
C5 -6.60858 -1.55936 26.95876
O2 -6.25980 -2.81179 27.57881
C6 -5.27258 -2.79387 28.68389
C7 -5.56385 -4.10127 29.45099
C8 -4.76583 -4.34659 30.69775
N2 -5.43925 -5.20769 28.59050
H12 -7.01872 -1.56210 25.94887
H13 -5.70461 -0.95044 26.97108
H14 -7.22145 -0.95836 27.63055
H15 -4.26469 -2.73367 28.27326
H16 -5.34740 -1.89138 29.29055
H17 -6.61029 -4.07988 29.75529
H18 -3.71581 -4.15092 30.48031
H19 -4.94063 -5.28066 31.23165
H20 -5.06572 -3.52912 31.35342
H21 -4.45617 -5.17213 28.36160
H22 -6.04420 -4.79043 27.89765
C9 0.05465 -9.14142 27.10381
O3 -0.77482 -10.16303 27.65023
C10 -1.62273 -10.69682 26.64929
C11 -2.92035 -11.54486 27.08507
C12 -3.07629 -12.86762 26.44297
N3 -4.08364 -10.77385 27.16568
H23 -0.58723 -8.52150 26.47789
H24 0.99087 -9.45844 26.64435
H25 0.28076 -8.52361 27.97288
H26 -1.98946 -9.86863 26.04289
H27 -1.14571 -11.32873 25.90013
H28 -2.65109 -11.80475 28.10882
H29 -2.78338 -12.63851 25.41836
H30 -4.09334 -13.22573 26.60254
H31 -2.51968 -13.67210 26.92369
H32 -4.40103 -10.26334 26.35405
H33 -4.81960 -11.35269 27.54436
C13 -11.22722 -7.42952 32.31383
O4 -12.26407 -7.11032 31.39592
C14 -12.14225 -6.06034 30.48524
C15 -13.33019 -5.98997 29.47369
C16 -14.71555 -5.88472 30.25042
N4 -13.32545 -7.14805 28.67828
H34 -11.09951 -6.65422 33.06927
H35 -10.26845 -7.71525 31.88114
H36 -11.47331 -8.31718 32.89659
H37 -12.13366 -5.12224 31.04022
H38 -11.16954 -6.16458 30.00454
H39 -13.25752 -5.11504 28.82770
H40 -15.60219 -5.68452 29.64885
H41 -14.71689 -5.08462 30.99065
H42 -14.92117 -6.72443 30.91427
H43 -13.05961 -7.87513 29.32696
H44 -12.52793 -7.01803 28.07234
C17 -1.26520 -7.38392 34.09135
O5 -1.83272 -7.42738 32.83315
C18 -3.18117 -6.99217 32.63238
C19 -4.14536 -8.01267 33.32518
C20 -3.72043 -9.46423 33.20049
N5 -5.53027 -7.89415 32.99222
H45 -1.52520 -6.43908 34.56862
H46 -0.20350 -7.62568 34.04195
H47 -1.67199 -8.14309 34.75939
H48 -3.40937 -5.94386 32.82489
H49 -3.39567 -7.00373 31.56375
H50 -4.13639 -7.60093 34.33438
H51 -3.76376 -9.65306 32.12785
H52 -4.50463 -10.06910 33.65574
H53 -2.72303 -9.77639 33.51011
H54 -6.06620 -7.13159 33.38131
H55 -5.85599 -7.99018 32.04102
C21 -11.41746 -2.61817 28.52255
O6 -10.88320 -3.98766 28.35812
C22 -9.87545 -4.11420 27.37605
C23 -9.14023 -5.46178 27.67713
C24 -7.97984 -5.78066 26.75567
N6 -10.10496 -6.47764 27.67856
H56 -11.82466 -2.60772 29.53358
H57 -12.21868 -2.45308 27.80221
H58 -10.73278 -1.77122 28.56713
H59 -10.37032 -4.11775 26.40487
H60 -9.16174 -3.29058 27.39452
H61 -8.81341 -5.33880 28.70968
H62 -7.49919 -4.89699 26.33589
H63 -8.31911 -6.36072 25.89746
H64 -7.21398 -6.49022 27.06885
H65 -9.90420 -6.95482 26.81133
H66 -10.97658 -5.96852 27.64429
O7 -5.81824 -10.07414 29.79170
C25 -7.11873 -9.52399 30.07585
C26 -7.33533 -8.03535 29.72706
O8 -6.63748 -7.01301 30.48029
H67 -5.30264 -9.43372 29.29610
H68 -7.80246 -10.13723 29.48887
H69 -7.33050 -9.87905 31.08441
H70 -8.39730 -7.79389 29.68219
H71 -7.09446 -8.06462 28.66441
H72 -6.04246 -6.55086 29.88533
O9 -9.44227 -11.72957 25.86380
C27 -9.62361 -10.65844 26.69754
C28 -10.70068 -10.93092 27.69721
O10 -11.89052 -11.41479 27.09727
H73 -10.34758 -11.96315 25.64596
H74 -8.71294 -10.28623 27.16684
H75 -10.00317 -9.84590 26.07803
H76 -10.95798 -10.01300 28.22573
H77 -10.17532 -11.65052 28.32512
H78 -12.22663 -10.59480 26.72813



Least stable: 1